No. 1
{"formula": "C22H37B2N3O20Sr", "method": "ωB97M-V with the def2-TZVPD basis set", "symbols": ["Sr", "O", "C", "O", "B", "O", "C", "O", "O", "C", "O", "C", "O", "O", "O", "C", "O", "B", "O", "C", "O", "O", "C", "O", "C", "O", "O", "C", "O", "C", "C", "N", "C", "C", "O", "C", "H", "H", "H", "H", "H", "H", "H", "H", "H", "H", "H", "H", "H", "H", "H", "C", "C", "C", "O", "C", "N", "H", "H", "H", "H", "H", "H", "H", "H", "H", "H", "H", "C", "C", "C", "O", "C", "N", "H", "H", "H", "H", "H", "H", "H", "H", "H", "H", "H"], "xyz": [[-1.0761, 29.1181, -3.8173], [-2.3316, 21.0435, 0.0692], [-2.3841, 21.7029, -0.9840], [-2.9938, 22.8100, -1.0989], [-2.7842, 23.3250, -2.4843], [-1.9947, 22.2797, -3.1663], [-1.6910, 21.2848, -2.3404], [-0.9485, 20.3351, -2.6535], [-2.0116, 24.5790, -2.5894], [-2.7111, 25.5316, -3.1203], [-2.2886, 26.6902, -3.3850], [-4.0535, 24.8832, -3.5626], [-4.0216, 23.6163, -3.2019], [-4.9191, 25.3384, -4.3132], [-0.7685, 32.2519, -8.1087], [-0.8734, 32.9228, -7.0528], [-0.6717, 34.2297, -6.8984], [-0.8195, 34.6499, -5.5289], [-1.1096, 33.3931, -4.8081], [-1.2215, 32.4346, -5.6331], [-1.4987, 31.2674, -5.2777], [0.4066, 35.3029, -5.0428], [0.1470, 36.4257, -4.5943], [0.8618, 37.0999, -3.8935], [-1.3497, 36.7785, -4.9417], [-1.8767, 35.7027, -5.4452], [-1.9208, 37.8857, -4.7710], [1.8468, 30.7934, -4.4420], [1.1911, 30.0422, -3.4676], [2.1377, 29.3761, -2.5925], [1.3166, 28.7703, -1.4026], [0.1648, 27.9766, -1.8797], [-0.8177, 27.7322, -0.7955], [-0.3454, 26.6404, 0.2019], [0.1167, 25.4608, -0.4680], [0.0915, 24.2318, 0.2977], [1.1000, 31.3318, -5.0256], [2.4113, 30.1875, -5.1507], [2.5386, 31.5580, -4.0884], [2.9077, 30.0750, -2.2660], [2.6596, 28.6217, -3.1812], [1.0436, 29.5350, -0.6754], [1.9725, 28.1031, -0.8433], [0.5572, 27.0505, -1.9716], [-1.8132, 27.4457, -1.1346], [-0.9056, 28.6742, -0.2542], [-1.1482, 26.4021, 0.8996], [0.4626, 27.0620, 0.7997], [0.5397, 23.5117, -0.3869], [-0.9193, 23.9175, 0.5576], [0.7309, 24.2997, 1.1778], [0.9863, 28.1507, -7.8727], [0.0463, 28.4861, -6.7275], [-1.4231, 28.0067, -7.1061], [-2.2633, 28.2407, -5.9582], [-3.6193, 27.6894, -6.0105], [0.5244, 27.8635, -5.4594], [1.9784, 28.5222, -7.6164], [0.7115, 28.6374, -8.8085], [1.0827, 27.0796, -8.0508], [0.0785, 29.5634, -6.5650], [-1.4754, 26.9632, -7.4168], [-1.8573, 28.6576, -7.8650], [-3.4176, 26.6487, -6.2642], [-4.2623, 28.2061, -6.7230], [-4.1721, 27.7967, -5.0772], [0.5327, 26.8798, -5.6883], [1.5335, 27.8988, -5.4832], [-4.9036, 31.6301, -2.2720], [-3.4629, 31.2656, -2.6937], [-2.5887, 31.1181, -1.4714], [-1.3014, 30.8669, -1.9079], [-0.4746, 31.9813, -1.5198], [-3.4900, 30.0307, -3.4791], [-4.9233, 32.5067, -1.6244], [-5.5175, 30.8322, -1.8540], [-5.4737, 31.8804, -3.1666], [-2.9380, 32.1040, -3.1515], [-3.0090, 30.3253, -0.8527], [-2.6780, 31.9225, -0.7413], [-0.5443, 32.3837, -0.5092], [-0.6035, 32.8510, -2.1642], [0.5622, 31.6563, -1.6060], [-3.9873, 29.3864, -2.8810], [-4.2518, 30.2150, -4.1161]], "forces_ev_per_angstrom": [[-1.015, 0.674, -1.328], [0.039, 1.456, -2.670], [1.563, -4.707, 3.406], [-0.737, 2.561, -1.454], [0.243, -0.895, -0.557], [-0.259, 0.003, 0.142], [1.964, -1.578, -1.105], [-2.587, 2.752, 1.585], [0.286, 0.739, 0.777], [1.166, 2.613, -1.212], [-1.489, -3.111, 0.970], [-2.156, 0.390, -2.566], [-0.008, 0.244, 0.658], [2.007, -0.264, 2.063], [-0.070, 0.950, 0.962], [-0.804, -3.020, 2.303], [0.477, 1.470, -0.966], [-0.366, -1.390, -1.454], [0.100, 4.070, 3.577], [0.832, -1.447, -6.287], [-0.029, -2.364, 1.160], [0.792, -3.728, -1.200], [-1.155, 4.086, 2.242], [0.171, 0.454, -0.126], [-1.142, 3.612, 0.599], [-0.060, -0.321, 0.362], [1.778, -3.418, -0.434], [0.002, 1.030, -1.517], [1.279, -0.258, 1.365], [-1.582, -0.165, 0.195], [1.091, -0.040, -0.527], [0.034, -0.300, 1.037], [0.412, -0.359, 0.874], [0.210, -0.110, -0.095], [-0.446, 0.433, 0.346], [0.403, 0.752, -0.906], [-0.234, -0.041, 0.026], [0.105, -0.460, 0.011], [-0.001, -0.065, 0.656], [-0.147, 0.203, 0.273], [-0.068, -0.386, 0.018], [-0.389, 0.213, -0.364], [0.390, 0.034, 0.057], [-0.017, -0.423, -0.922], [0.203, 0.101, -0.596], [-0.240, -0.028, 0.204], [-0.250, -0.047, -0.032], [0.310, -0.050, 0.197], [-0.150, -0.152, 0.155], [-0.074, 0.146, 0.042], [-0.077, 0.105, 0.178], [0.277, 0.296, -0.127], [-0.862, -0.432, -0.823], [-0.016, 1.582, 1.464], [-0.586, -0.139, 0.683], [1.382, 0.115, -0.553], [0.077, -1.032, -0.961], [0.154, 0.039, -0.055], [-0.161, 0.018, 0.062], [-0.172, -0.162, 0.051], [-0.543, 0.161, -0.199], [0.210, -0.251, 0.044], [0.557, -0.078, -0.526], [-0.943, -0.165, 0.032], [0.384, -0.031, -0.599], [0.828, -0.218, 0.285], [-0.988, -0.905, 0.380], [0.584, 1.151, 0.302], [0.115, 0.672, -0.779], [-0.796, 1.042, 1.745], [-2.199, -0.966, 0.494], [1.474, 0.967, 1.613], [1.595, 0.174, -0.732], [-0.530, 0.356, 0.362], [-0.086, -0.048, 0.079], [0.527, -0.329, 0.488], [0.069, 0.343, -0.186], [-0.553, -0.149, -1.202], [0.323, -1.011, 0.045], [0.245, 0.670, -0.603], [-0.774, -0.723, 0.389], [-0.242, -0.215, -0.452], [-0.059, 0.000, -0.282], [0.037, -0.660, 0.598], [0.364, -0.037, -1.162]], "s2": 0.7532, "spin_multiplicity": 2, "orbital_gap_ev": [2.9416, 6.8508], "charge": -1, "homo_ev": [-1.640, -5.551]}

No. 2
{"formula": "C22H37BF13NO8P", "method": "ωB97M-V with the def2-TZVPD basis set", "symbols": ["C", "C", "O", "B", "O", "C", "C", "O", "C", "C", "C", "P", "O", "O", "C", "C", "O", "C", "C", "C", "O", "N", "C", "C", "C", "C", "F", "F", "C", "F", "F", "F", "H", "H", "H", "H", "H", "H", "H", "H", "H", "H", "H", "H", "H", "H", "H", "H", "H", "H", "H", "H", "H", "H", "H", "H", "H", "H", "H", "H", "H", "H", "H", "H", "H", "C", "C", "C", "F", "F", "F", "F", "O", "C", "C", "F", "F", "F", "F", "H", "H", "H", "H"], "xyz": [[-1.1111, 1.9161, 2.6682], [-2.6250, 1.6302, 2.1712], [-2.7778, 0.3512, 1.4991], [-2.0676, 0.2804, 0.2702], [-1.7649, 1.5385, -0.3822], [-1.6523, -1.1562, -0.4100], [-0.7145, -1.0114, -1.7027], [0.6688, -1.4094, -1.4452], [0.7477, -2.8521, -1.2495], [0.7770, -3.5832, -2.6600], [2.1749, -4.3143, -2.9987], [3.3906, -3.2251, -3.9366], [4.3952, -2.7021, -2.8852], [2.6443, -1.9954, -4.8245], [3.5844, -0.9965, -5.2946], [3.8414, -1.0209, -6.8770], [4.1402, -4.2582, -5.0753], [5.5357, -3.9028, -5.2892], [5.8112, -4.0782, -6.8773], [-0.4254, -3.2770, -0.2601], [-1.5477, -3.9356, -0.8575], [-0.9673, -2.0939, 0.5354], [-1.8502, -2.6557, 1.6190], [-1.5107, -2.0607, 3.0868], [-1.2219, -3.1986, 4.1730], [-0.5281, -2.5592, 5.4698], [-1.1673, -1.3560, 5.8643], [-0.7089, -3.4569, 6.5324], [1.0418, -2.3369, 5.2759], [1.2499, -0.9745, 4.9905], [1.5992, -3.0556, 4.2183], [1.7131, -2.7161, 6.4338], [-0.6348, 2.5156, 1.8136], [-0.5115, 0.9598, 2.7669], [-1.1306, 2.5508, 3.6078], [-3.0571, 2.5161, 1.6099], [-3.2372, 1.5523, 3.1389], [-2.2069, 1.5889, -1.2527], [-2.6465, -1.6087, -0.7652], [-1.1768, -1.6840, -2.5125], [-0.6674, 0.0292, -2.1395], [1.7312, -3.1160, -0.7202], [0.6460, -2.7687, -3.4573], [-0.0382, -4.3438, -2.8458], [2.6380, -4.8296, -2.0964], [1.9000, -5.1652, -3.7215], [4.5975, -1.0183, -4.7896], [3.1374, 0.0337, -5.0617], [3.0390, -1.5962, -7.4354], [3.8302, 0.0646, -7.2394], [4.8728, -1.4636, -7.0728], [5.8046, -2.8404, -5.0136], [6.1851, -4.6665, -4.7534], [6.5573, -3.2633, -7.1651], [6.2793, -5.0802, -7.1311], [4.8752, -3.8906, -7.4883], [0.0105, -3.9819, 0.5189], [-1.4328, -4.8964, -0.6856], [-0.1501, -1.6458, 0.9971], [-2.9319, -2.3596, 1.4218], [-1.8209, -3.7827, 1.7125], [-2.4326, -1.4884, 3.4547], [-0.6833, -1.2655, 3.0377], [-0.6197, -4.0460, 3.7253], [-2.2414, -3.5889, 4.5138], [-2.8856, 7.6356, 4.0798], [-2.1398, 6.2830, 4.0736], [-0.8608, 6.2140, 3.2348], [-1.0829, 6.4360, 1.9282], [-0.3128, 4.9740, 3.3226], [-3.0071, 5.3035, 3.7173], [-1.7908, 6.0216, 5.3672], [-4.0053, 7.7776, 3.1929], [-3.7495, 8.1559, 1.8587], [-4.1498, 7.0700, 0.8531], [-3.4972, 5.9094, 1.0810], [-3.8418, 7.4506, -0.4091], [-2.4680, 8.5430, 1.7336], [-4.4942, 9.2598, 1.6355], [-3.3309, 7.7239, 5.0743], [-2.2027, 8.4854, 4.0077], [-0.1175, 6.9332, 3.5893], [-5.2223, 6.8690, 0.9054]], "forces_ev_per_angstrom": [[-0.648, 0.565, -1.828], [-0.136, 0.980, 2.850], [2.226, 0.125, -2.193], [-0.772, 2.044, 0.757], [-1.003, -2.391, 0.356], [-0.695, 1.315, -1.171], [-0.054, -0.650, -1.010], [-1.317, -0.624, 0.548], [0.110, 0.014, -0.294], [0.393, 0.104, -0.842], [-1.607, -0.655, -1.419], [3.187, 0.464, 1.659], [-2.432, -0.923, -2.765], [1.256, -2.197, 1.321], [0.599, 2.174, -1.239], [0.104, 0.138, 0.477], [-1.230, 2.265, 2.218], [1.199, -0.821, -2.161], [0.489, 0.691, 0.511], [0.832, -1.977, 0.042], [1.094, 0.094, 0.642], [0.118, -1.464, -0.182], [-1.785, 0.429, 2.638], [-0.404, 0.485, 0.083], [-0.604, 1.026, 0.067], [-1.268, -1.089, 0.159], [1.422, -2.179, -0.968], [0.416, 1.392, -1.616], [1.244, 0.944, 0.685], [-0.098, -2.769, 0.638], [-1.251, 1.182, 1.816], [-1.176, 1.126, -2.562], [-0.368, -0.753, 1.444], [-0.838, 1.064, 0.259], [0.156, -0.990, -1.177], [0.710, -1.323, 0.315], [0.631, -0.130, -1.554], [0.601, 0.115, 0.410], [1.547, 0.183, 0.719], [0.820, 0.846, 1.037], [-0.079, -1.137, 0.907], [-1.328, 0.899, -0.674], [0.000, -1.098, 1.226], [0.776, 0.981, 0.600], [-0.135, 1.100, -1.247], [0.465, 1.164, 0.973], [-1.421, -0.280, -0.176], [0.415, -1.669, -0.047], [1.009, 0.656, 0.738], [0.085, -1.590, 0.409], [-1.499, 0.516, 0.006], [-0.531, -1.396, 0.077], [-0.839, 1.268, -0.338], [-0.845, -1.163, 0.229], [-0.791, 1.204, 0.338], [1.064, -0.386, 0.865], [-0.373, 0.985, -0.848], [-0.286, 0.907, -0.269], [-0.543, -0.075, -0.563], [1.587, -0.458, -0.119], [0.274, 1.367, -0.688], [1.441, -0.717, -0.660], [-0.968, -1.269, 0.051], [-0.502, 1.022, 0.881], [1.546, 0.363, -0.332], [-0.462, 0.530, 0.425], [-0.890, 0.052, -0.037], [0.680, -0.170, 0.001], [-0.183, 0.007, 0.008], [-0.153, -0.070, 0.261], [0.233, -0.046, -0.176], [0.328, 0.200, -0.212], [0.860, -0.491, -1.025], [0.157, 0.757, 1.666], [-0.352, -0.402, -0.486], [0.042, 0.101, 0.216], [0.028, 0.285, 0.239], [-0.071, -0.156, -0.453], [-0.153, -0.404, -0.300], [-0.025, -0.232, -0.151], [0.088, -0.231, -0.235], [-0.117, 0.054, 0.118], [0.002, 0.192, 0.136]], "e_above_lowest_ev": 4.788, "orbital_gap_ev": 9.4514, "charge": 1, "homo_ev": -12.196}

No. 3
{"formula": "C22H37BrMgNP", "method": "ωB97M-V with the def2-TZVPD basis set", "symbols": ["C", "C", "C", "H", "C", "C", "H", "H", "H", "H", "Mg", "Br", "C", "C", "C", "H", "C", "C", "H", "H", "H", "H", "C", "C", "C", "C", "P", "N", "C", "C", "C", "C", "C", "C", "C", "C", "H", "H", "H", "H", "H", "H", "H", "H", "H", "H", "H", "H", "H", "H", "H", "H", "H", "H", "H", "H", "H", "H", "H", "H", "H", "H", "H"], "xyz": [[-0.1772, -0.2631, -2.2929], [0.4833, 0.9731, -2.0449], [1.7447, 0.6747, -1.3989], [0.1136, 1.9716, -2.2988], [1.8434, -0.7597, -1.2325], [0.6489, -1.3363, -1.7977], [0.4357, -2.4100, -1.8637], [-1.1369, -0.3677, -2.8243], [2.4965, 1.4134, -1.0907], [2.7046, -1.3032, -0.8317], [0.3183, 0.0637, 0.1959], [0.2321, 2.5837, 0.6476], [-1.3569, -0.3804, 1.8605], [-1.2294, -1.6094, 1.1124], [-1.8493, -1.3985, -0.1675], [-0.7745, -2.5457, 1.4795], [-2.3499, -0.0513, -0.2096], [-2.0521, 0.5918, 1.0348], [-2.3373, 1.5975, 1.3234], [-0.9982, -0.2119, 2.8868], [-1.9613, -2.1594, -0.9449], [-2.8538, 0.4417, -1.0643], [3.3432, 3.2987, 1.7155], [4.0065, 1.9776, 2.0908], [4.7120, 1.4138, 0.8673], [5.0636, 2.2688, 3.1716], [2.6076, 0.6301, 2.8271], [1.6384, 0.1066, 1.6580], [3.5430, -1.0324, 3.4676], [4.2294, -0.8048, 4.8122], [2.5067, -2.1562, 3.5369], [4.5972, -1.4184, 2.4268], [1.4771, 1.3805, 4.3896], [0.4067, 2.3392, 3.8963], [0.8107, 0.2381, 5.1499], [2.4036, 2.1784, 5.3196], [4.1333, 4.0142, 1.4604], [2.7265, 3.7255, 2.5034], [2.6516, 3.1720, 0.8465], [5.2482, 2.2452, 0.4177], [5.4379, 0.6312, 1.1310], [3.9911, 1.0279, 0.1213], [4.6263, 2.7079, 4.0921], [5.6607, 1.3931, 3.4268], [5.7226, 3.0303, 2.7348], [3.5294, -0.6075, 5.6333], [4.7585, -1.7411, 5.0406], [4.9906, -0.0171, 4.7690], [2.0318, -2.2943, 2.5820], [3.0502, -3.0741, 3.8321], [1.7230, -1.9618, 4.2997], [4.9346, -2.4417, 2.6820], [4.1882, -1.4610, 1.4277], [5.4731, -0.7533, 2.4288], [-0.3050, 1.8483, 3.2254], [-0.1359, 2.7304, 4.7745], [0.8139, 3.1838, 3.3419], [1.5248, -0.3846, 5.6967], [0.1416, 0.7142, 5.8822], [0.1818, -0.3790, 4.4945], [3.2349, 1.5803, 5.7121], [2.7807, 3.0916, 4.8583], [1.7786, 2.4660, 6.1850]], "forces_ev_per_angstrom": [[1.037, -0.111, -0.416], [1.049, -1.085, -0.359], [0.009, -0.664, -1.274], [0.149, -0.547, 0.331], [-0.390, 0.655, -1.662], [0.624, 0.804, -0.438], [-0.019, 0.567, 0.192], [0.535, -0.001, 0.618], [-0.691, -0.456, -0.077], [-0.530, 0.277, 0.036], [-0.712, 0.263, 1.138], [-0.576, 2.176, -0.412], [-1.040, 0.129, -0.529], [-0.721, 0.702, -0.172], [-0.565, 0.429, 1.138], [-0.204, 0.664, -0.305], [-0.111, -0.355, 0.574], [-0.068, -2.211, 0.301], [0.299, -0.241, -0.150], [-0.171, -0.099, -0.849], [0.224, 0.436, 0.210], [0.492, -0.438, 0.605], [-0.716, -0.470, -0.779], [-0.382, -0.676, 1.985], [-0.539, -0.558, -0.093], [-0.277, 0.514, -0.013], [-3.653, -1.977, -4.198], [3.262, 0.766, 3.604], [-0.125, 1.857, 0.085], [0.221, -0.668, 0.026], [0.183, 0.233, 1.084], [0.229, -0.336, 0.584], [2.040, 0.151, -0.602], [-0.154, -0.265, -0.255], [-0.106, 0.217, -0.078], [-0.583, -0.405, 0.697], [0.077, 0.094, -0.031], [0.049, 0.011, 0.184], [0.590, 0.095, 0.692], [0.268, 0.203, -0.245], [-0.272, 0.324, -0.257], [0.351, 0.059, 0.503], [0.308, -0.356, -0.539], [0.027, 0.007, 0.026], [0.300, -0.002, 0.185], [0.191, 0.009, -0.233], [0.110, -0.001, 0.332], [-0.265, -0.064, 0.050], [-0.240, 0.069, -0.442], [-0.182, 0.100, -0.075], [0.515, -0.181, -0.568], [0.109, 0.246, -0.073], [-0.272, 0.152, -0.284], [-0.271, -0.266, 0.135], [0.190, 0.123, 0.116], [0.064, -0.090, -0.017], [-0.032, -0.097, 0.019], [-0.165, 0.027, -0.091], [0.019, -0.128, 0.083], [0.344, 0.120, 0.130], [-0.039, 0.172, -0.132], [-0.050, -0.086, -0.042], [0.256, 0.178, 0.026]], "orbital_gap_ev": 4.7000, "charge": -2, "homo_ev": 0.027}

no.,molecular weight (g mol⁻¹),E_tot (hartree)
1,772.8,-2610.495006
2,732.3,-3181.416885
3,450.7,-4030.663016